# 1
The following is a DFT calculation (wB97M-V/def2-TZVPD) of a molecular structure, C33H28N8OPRhSe2.

Each line ends with the Mulliken spin population.
Atoms and positions in Å:
Rh1 -0.16505 1.00535 -1.95188  2.149
Se1 -2.17936 2.17893 -2.86269  0.791
P1 0.09842 -0.63356 -3.75161  0.160
Se2 2.01687 0.12629 -2.98743  0.252
C1 0.00874 -0.37048 -5.54750  0.042
C2 1.12721 -0.13747 -6.34033  0.004
C3 0.98134 0.06089 -7.70452  0.002
C4 -0.27834 0.03212 -8.28577  0.004
C5 -1.39977 -0.18450 -7.49768  0.006
C6 -1.25704 -0.37512 -6.13196  0.013
C7 0.04753 -2.44672 -3.54470  -0.009
C8 -1.15500 -3.09836 -3.82081  0.026
C9 -1.28038 -4.46289 -3.62131  -0.004
C10 -0.20749 -5.19332 -3.12625  0.015
C11 0.98722 -4.55061 -2.83890  -0.004
C12 1.11641 -3.18418 -3.04662  0.018
H1 2.10690 -0.10616 -5.88006  0.006
H2 1.85601 0.24161 -8.31642  0.000
H3 -0.38669 0.19057 -9.35094  0.000
H4 -2.38686 -0.18769 -7.94167  0.000
H5 -2.13579 -0.50281 -5.50988  -0.009
H6 -2.00342 -2.53215 -4.18830  0.002
H7 -2.21914 -4.95403 -3.84303  0.000
H8 -0.30383 -6.25940 -2.96616  0.001
H9 1.82900 -5.11577 -2.45774  0.000
H10 2.04898 -2.67976 -2.82543  0.011
C13 3.24942 3.84655 1.92675  0.000
N1 2.36924 3.57192 0.80642  -0.001
C14 2.02380 2.39606 0.27301  -0.029
N2 1.09637 2.57655 -0.64236  0.019
C15 0.90493 3.92072 -0.63110  0.000
N3 1.65001 4.56063 0.23820  0.006
C16 2.49079 4.00202 3.22258  0.000
C17 2.60337 5.15976 3.97657  0.000
C18 1.90910 5.29242 5.17446  0.000
C19 1.09427 4.27085 5.62327  0.000
C20 0.97498 3.10648 4.86462  -0.001
C21 1.66995 2.97428 3.67156  0.000
C22 0.11197 2.02823 5.34629  0.000
N4 -0.56259 1.97031 6.43828  0.000
N5 -1.21467 0.73608 6.43113  0.000
C23 -0.87678 0.15626 5.33558  0.000
O1 -0.03050 0.91077 4.58392  0.000
C24 -1.28446 -1.15644 4.83576  -0.001
C25 -2.19920 -1.91180 5.56983  0.000
C26 -2.59627 -3.14662 5.09342  0.000
C27 -2.09193 -3.62972 3.89028  0.001
C28 -1.17798 -2.88455 3.16250  0.000
C29 -0.63099 -3.38940 1.84984  0.000
N6 -0.90079 -2.45998 0.76970  0.001
C30 -0.09781 -1.53074 0.24441  -0.032
N7 -0.77560 -0.79096 -0.60650  0.029
C31 -2.02480 -1.32061 -0.56145  -0.020
N8 -2.14534 -2.32837 0.26723  0.003
C32 -0.77452 -1.64390 3.64201  0.000
H11 3.80651 4.75146 1.69128  0.000
H12 3.95940 3.01954 1.98325  0.000
H13 2.47527 1.45871 0.55380  -0.005
H14 0.20415 4.41784 -1.28102  0.004
H15 3.23045 5.96834 3.62172  0.000
H16 2.00070 6.20152 5.75296  0.000
H17 0.54455 4.36030 6.54961  0.000
H18 1.56066 2.06984 3.08602  0.001
H19 -2.59005 -1.51816 6.49750  0.000
H20 -3.31182 -3.73364 5.65284  0.000
H21 -2.42160 -4.58906 3.51112  0.000
H22 -1.06874 -4.35019 1.58418  0.000
H23 0.45242 -3.51473 1.89297  0.000
H24 0.95192 -1.44832 0.47413  -0.001
H25 -2.84005 -0.94823 -1.15887  0.010
H26 -0.07399 -1.04479 3.07337  0.001
C33 -2.00038 2.11469 -0.97481  0.550
H27 -1.71286 3.04903 -0.50701  -0.007
H28 -2.79694 1.58824 -0.45969  -0.007

Calculated values
* Kohn-Sham gap (spin up / spin down): 0.1978 / 0.2350 Ha
* spin multiplicity: 5
* highest occupied orbital energy (spin up / spin down): -5.6062 / -7.5798 eV
* energy relative to the best compared isomer or geometry (same formula, charge and spin): 82.7 kJ/mol
* total energy: -191631.395 eV

=====

# 2
The following is a DFT calculation (wB97M-V/def2-TZVPD) of a single C4H11NO2S2 molecule at a distorted geometry.

Each line ends with the natural charge from an NBO analysis.
Atoms and positions in Å:
C1 2.99935 0.66262 1.00491  -0.632
C2 -2.70563 0.93204 0.11655  -0.830
C3 -1.24003 -0.84568 -1.54392  -0.833
C4 2.09594 -0.55087 0.94113  -0.607
N1 -1.53775 1.88038 -2.22388  -0.895
O1 -0.03361 0.86841 0.09898  -1.034
O2 -0.38831 -1.23868 1.49043  -0.970
S1 -1.36346 0.93639 -1.12766  1.667
S2 0.41277 -0.02177 1.48632  1.526
H1 4.04004 0.38871 0.84189  0.223
H2 2.70441 1.38616 0.24660  0.229
H3 2.91521 1.13930 1.98220  0.211
H4 -2.69875 1.89817 0.60682  0.252
H5 -2.50544 0.13420 0.82007  0.246
H6 -3.63997 0.78749 -0.41327  0.239
H7 -0.38369 -0.98351 -2.19379  0.247
H8 -2.14640 -1.14308 -2.05613  0.236
H9 -1.10781 -1.36931 -0.60596  0.263
H10 2.40000 -1.32045 1.65015  0.229
H11 2.03112 -0.98249 -0.05460  0.231

Calculated values
* Kohn-Sham gap: 0.3393 Ha
* spin multiplicity: 1
* highest occupied orbital energy: -9.1580 eV
* energy relative to the best compared isomer or geometry (same formula, charge and spin): 458.1 kJ/mol
* total energy: -31577.678 eV

=====

# 3
The following is a DFT calculation (wB97M-V/def2-TZVPD) of 2 unconnected molecules or ions with the total composition C2H6N2O2 at a distorted geometry.

Each line ends with the Mulliken spin population.
Atoms and positions in Å:
N1 0.49491 0.06997 1.78229  -0.001
C1 1.35627 0.82031 1.10785  0.001
N2 1.24726 0.99288 -0.19797  0.001
H1 0.76254 -0.56068 2.52800  0.000
H2 -0.19497 -0.37855 1.17802  0.002
H3 2.01944 1.35723 1.77948  0.000
H4 0.45893 0.46475 -0.58064  -0.002
H5 2.06750 0.75949 -0.74878  0.000
O1 -1.02708 -0.29182 -1.38604  0.039
C2 -2.03658 -0.90931 -1.69782  -0.005
O2 -2.93144 -1.43323 -0.97129  0.894
H6 -2.21680 -0.89102 -2.79310  0.072

Calculated values
* Kohn-Sham gap (spin up / spin down): 0.4008 / 0.2889 Ha
* spin multiplicity: 2
* highest occupied orbital energy (spin up / spin down): -15.5142 / -15.4031 eV
* energy relative to the best compared isomer or geometry (same formula, charge and spin): 73.5 kJ/mol
* charge: +1
* total energy: -9237.243 eV

=====

# 4
The following is a DFT calculation (wB97M-V/def2-TZVPD) of a gas-phase ion, C3H5N3 (charge +2) at a distorted geometry.

Each line ends with the natural charge from an NBO analysis.
Atoms and positions in Å:
C1 -0.20811 -1.17283 0.80972  0.959
C2 1.75703 -0.69929 0.41993  0.350
C3 -1.55716 0.60550 -0.36263  -0.490
N1 0.95050 -1.57051 1.03455  -0.225
N2 -0.44085 -0.10705 0.09859  -0.144
N3 1.00125 0.22663 -0.18307  -0.231
H1 2.85174 -0.75936 0.42220  0.345
H2 -1.57219 1.65312 -0.01073  0.302
H3 -1.59071 0.65932 -1.46504  0.301
H4 -2.48901 0.12084 -0.02330  0.316
H5 1.29752 1.04365 -0.74022  0.516

Calculated values
* Kohn-Sham gap (spin up / spin down): 0.2542 / 0.2500 Ha
* spin multiplicity: 1
* highest occupied orbital energy (spin up / spin down): -22.7098 / -22.6997 eV
* energy relative to the best compared isomer or geometry (same formula, charge and spin): 472.8 kJ/mol
* charge: +2
* total energy: -7635.705 eV